1.
ORCA calculation (ωB97M-V/def2-TZVPD) on a 2-piece molecular cluster, C4H10NO overall at a distorted geometry.

E_tot: -7839.2233 eV
relative energy (zero: lowest compared OMol25 entry of this formula, charge and spin): 48.3 kcal/mol
maximum force: 0.092 hartree/bohr
spin multiplicity: 1
total charge: +1
frontier orbital gap: 9.343 eV

Positions of all 16 atoms, in Å:
H -1.512 1.702 -2.461
H -2.069 0.045 -1.970
H 0.077 -0.147 -0.766
H -1.010 -1.025 2.098
C 0.675 0.445 -2.563
H 1.627 0.017 -2.413
H 0.501 0.849 -3.540
H 0.713 0.167 3.293
C 0.208 -0.932 1.932
C -1.580 0.938 -1.732
H 0.971 -1.359 3.964
O 0.416 -0.694 0.763
H -2.050 1.385 -0.879
H 2.158 -0.882 2.859
C 1.098 -0.800 3.071
N -0.223 0.292 -1.658

=====

2.
ORCA calculation (ωB97M-V/def2-TZVPD) on C18H24N2O4Ru as an isolated structure.

E_tot: -32775.4521 eV
relative energy (zero: lowest compared OMol25 entry of this formula, charge and spin): 41.7 kcal/mol
maximum force: 0.015 hartree/bohr
spin multiplicity: 6
total charge: +3
frontier orbital gap (alpha / beta): 8.825 / 6.617 eV

Positions of all 49 atoms, in Å:
H 1.040 2.241 -2.839
C -2.263 1.165 -0.927
H 2.338 5.249 0.691
C -2.679 -0.126 1.101
C -1.796 0.479 2.160
H -2.192 0.281 3.156
H 5.614 -2.787 -1.121
O -1.996 -0.046 -0.179
H 4.622 4.197 0.721
C 4.591 -2.478 -0.953
H 0.595 2.367 2.995
C -1.355 1.130 -2.123
C 1.371 3.367 1.068
C 2.242 -2.831 -1.188
H 3.039 2.227 -1.688
C 2.462 4.174 0.709
H 5.129 -0.719 0.191
H 0.234 0.242 3.894
H 1.390 -3.398 -1.534
C 3.018 -0.979 -0.049
H 0.533 2.896 -1.288
H -2.855 -1.182 1.287
C 1.194 1.571 2.556
H 2.162 1.609 3.062
H -3.308 1.186 -1.237
H 0.484 3.822 1.497
H -1.661 1.555 2.030
C 3.730 3.585 0.660
C 0.934 2.007 -1.779
H -3.639 0.386 1.050
H -2.063 2.033 -0.293
N 1.982 -1.696 -0.502
C 4.330 -1.311 -0.232
Ru 0.192 -0.564 -0.028
H 2.502 0.588 -1.692
O 0.008 0.913 -1.645
O 2.613 0.091 0.749
C 3.537 -3.243 -1.429
H 4.755 1.692 0.471
H 3.713 -4.159 -1.976
H 1.306 -0.584 2.774
H -1.411 2.054 -2.696
C 0.575 0.213 2.857
H -1.587 0.294 -2.779
C 2.287 1.565 -1.259
C 2.537 1.451 0.299
O -0.515 -0.187 2.009
N 1.431 2.017 1.106
C 3.807 2.213 0.549

=====

3.
ORCA calculation (ωB97M-V/def2-TZVPD) on a single C3H7N3O2 molecule.

E_tot: -11787.1717 eV
relative energy (zero: lowest compared OMol25 entry of this formula, charge and spin): 95.5 kcal/mol
maximum force: 0.014 hartree/bohr
SMILES string: C=C(N)C(=O)N(N)O
spin multiplicity: 1
total charge: 0
frontier orbital gap: 9.201 eV

Positions of all 15 atoms, in Å:
H -0.830 2.745 1.088
N 1.254 -0.482 -1.213
C -0.527 1.728 1.268
N -1.384 0.955 -0.843
H -1.465 1.917 -1.149
O 1.299 -2.313 0.266
O -0.893 -1.442 1.299
H 2.253 -0.273 -1.225
H 0.590 -2.664 0.837
H -1.139 0.319 -1.578
C -0.306 -0.635 0.606
H 1.059 -1.166 -1.949
N 0.888 -0.975 0.018
C -0.719 0.781 0.355
H -0.082 1.505 2.219

=====

4.
ORCA calculation (ωB97M-V/def2-TZVPD) on C15H21N2O2RuSSi as an isolated structure at a distorted geometry.

E_tot: -44265.3660 eV
relative energy (zero: lowest compared OMol25 entry of this formula, charge and spin): 21.2 kcal/mol
maximum force: 0.038 hartree/bohr
spin multiplicity: 2
total charge: 0
frontier orbital gap (alpha / beta): 8.238 / 7.304 eV

Positions of all 43 atoms, in Å:
C -2.611 -0.226 -0.646
H 0.851 -3.078 4.719
H -1.262 1.483 1.625
H -2.185 0.410 -1.406
H -0.074 3.387 -2.098
H -0.824 4.739 1.238
N -1.774 -0.628 0.326
H 0.995 -1.956 -3.179
C -0.595 2.861 -1.293
H 0.754 4.572 2.016
C 0.952 -1.742 2.989
C 0.003 -1.250 2.025
O 1.470 -1.931 -0.362
C -3.936 -0.588 -0.680
H 0.365 1.366 2.302
C -3.581 -1.837 1.325
H 0.518 0.531 -2.779
C -4.428 -1.413 0.326
N 0.759 -0.126 -2.047
S -1.297 -2.821 3.620
H -0.674 -1.527 -2.747
C 0.373 -2.577 3.891
O -0.358 -3.188 -0.851
Si 0.402 2.812 0.298
H -3.925 -2.487 2.118
H -0.826 1.860 -1.645
C 0.359 -1.518 -2.407
H 2.413 1.386 -0.109
C 0.229 4.506 1.060
C 0.468 -2.330 -1.115
C -2.251 -1.431 1.308
H 2.598 2.930 -0.940
H 0.635 5.278 0.400
H 1.767 -0.128 -1.937
H -4.567 -0.233 -1.481
H -5.466 -1.719 0.324
C -1.229 -1.771 2.265
Ru 0.143 -0.330 0.281
C 2.219 2.459 -0.028
H 2.823 2.823 0.807
H 2.001 -1.485 3.009
C -0.201 1.412 1.368
H -1.541 3.382 -1.115

=====

5.
ORCA calculation (ωB97M-V/def2-TZVPD) on a 2-piece molecular cluster, C4H8N2O3 overall at a distorted geometry.

E_tot: -13398.8362 eV
relative energy (zero: lowest compared OMol25 entry of this formula, charge and spin): 65.8 kcal/mol
maximum force: 0.082 hartree/bohr
SMILES string: [H]/N=C/CC(N)=O.O=CO
spin multiplicity: 1
total charge: 0
frontier orbital gap: 9.782 eV

Positions of all 17 atoms, in Å:
C 0.871 -0.054 0.175
H -0.510 -0.787 2.139
H 1.831 -0.149 -0.339
H 1.476 1.110 1.623
C 0.142 -1.931 0.615
H -0.108 2.330 -0.123
H -0.098 -1.013 -1.523
H -0.132 1.665 -2.895
O -1.819 2.065 -1.299
N 0.635 0.760 1.173
C -0.637 2.153 -1.135
N -0.433 -1.742 1.814
O 0.596 -2.961 0.187
O 0.293 2.007 -2.088
H -0.543 -2.532 2.427
H -1.279 -0.307 -0.220
C -0.286 -0.615 -0.531